No. 1
Formula: C21H29N5O2
Source: the OMol25 dataset
Level of theory: wB97M-V/def2-TZVPD

Relative energy (zero: lowest compared OMol25 entry of this formula, charge and spin)   176.2 kJ/mol
2S+1   1
Net charge   0
Energy   -1241.89646 Ha

```
57
Properties=species:S:1:pos:R:3:forces:R:3:lowdin_charge:R:1
C 5.702 6.978 3.174 0.01 0.02 -0.05 -0.06
C 4.693 5.903 3.421 0.03 -0.03 0.15 -0.27
C 4.910 4.516 3.545 -0.04 0.07 -0.04 -0.12
N 3.788 3.856 3.797 0.06 0.00 -0.03 0.08
N 2.841 4.797 3.843 -0.01 -0.07 0.01 -0.18
C 1.465 4.419 4.096 -0.01 0.03 0.06 -0.15
C 0.912 3.515 3.008 0.01 -0.06 -0.08 -0.18
C -0.563 3.202 3.232 -0.28 0.00 0.38 -0.21
N -1.130 2.325 2.221 0.08 0.00 -0.24 0.04
C -0.793 0.962 2.233 -0.71 -0.08 -0.45 -0.47
O -1.193 0.223 3.101 0.57 0.15 0.44 0.10
C -0.038 0.428 1.029 0.01 0.05 -0.03 -0.09
C -0.969 -0.230 0.010 -0.05 0.01 -0.02 -0.28
C -1.700 -1.495 0.521 0.01 -0.04 -0.03 -0.11
C -1.416 -2.565 -0.539 -0.05 -0.04 0.00 -0.17
N -1.037 -1.806 -1.730 0.03 0.00 0.07 -0.17
C -0.371 -2.605 -2.735 -0.01 0.01 -0.04 -0.17
C -1.289 -3.627 -3.359 0.01 -0.01 -0.02 -0.21
C -2.587 -3.279 -3.722 -0.03 0.00 -0.01 -0.02
C -3.425 -4.206 -4.314 -0.01 0.09 0.03 -0.01
C -2.979 -5.498 -4.570 0.00 -0.03 -0.02 -0.15
C -3.941 -6.452 -5.212 0.09 -0.08 -0.06 -0.50
N -3.391 -7.522 -5.859 -0.09 0.11 0.16 0.16
O -5.143 -6.282 -5.158 -0.04 -0.02 -0.02 0.06
C -1.688 -5.852 -4.201 0.04 -0.03 -0.01 -0.03
C -0.853 -4.924 -3.597 0.01 0.00 0.01 -0.03
C -0.216 -0.720 -1.226 0.09 0.03 -0.07 -0.17
C 3.339 6.034 3.629 -0.04 0.05 -0.05 -0.04
H 5.399 7.917 3.639 -0.01 0.00 -0.01 0.07
H 6.670 6.703 3.592 0.00 0.00 0.00 0.07
H 5.846 7.167 2.109 0.00 -0.01 0.00 0.07
H 5.845 3.984 3.461 -0.02 -0.04 0.02 0.11
H 1.414 3.921 5.067 0.00 -0.01 -0.01 0.13
H 0.886 5.342 4.167 0.01 0.00 -0.01 0.13
H 1.048 3.996 2.034 -0.01 0.02 0.01 0.12
H 1.492 2.590 2.990 0.01 0.01 0.01 0.11
H -0.708 2.723 4.203 0.02 -0.04 -0.02 0.13
H -1.145 4.127 3.259 -0.01 -0.01 -0.04 0.12
H -1.118 2.731 1.296 0.39 -0.02 -0.02 0.12
H 0.527 1.232 0.549 0.00 -0.01 0.01 0.12
H 0.680 -0.307 1.399 -0.04 -0.04 0.00 0.13
H -1.711 0.504 -0.316 0.00 -0.01 0.01 0.14
H -1.342 -1.792 1.504 0.00 0.00 0.01 0.11
H -2.769 -1.312 0.614 0.00 0.02 0.00 0.12
H -0.591 -3.226 -0.222 0.03 0.06 0.01 0.12
H -2.277 -3.201 -0.746 0.00 -0.01 -0.01 0.12
H -0.008 -1.931 -3.517 0.00 0.00 0.01 0.13
H 0.514 -3.118 -2.317 -0.01 0.01 -0.01 0.12
H -2.937 -2.275 -3.521 0.01 0.00 0.01 0.12
H -4.439 -3.943 -4.586 -0.01 -0.03 -0.01 0.12
H -2.409 -7.577 -6.053 -0.01 -0.01 -0.04 0.09
H -4.024 -8.154 -6.317 0.03 0.00 -0.04 0.11
H -1.329 -6.864 -4.345 -0.01 0.00 0.00 0.11
H 0.147 -5.216 -3.297 -0.01 0.00 0.01 0.11
H -0.084 0.055 -1.985 -0.02 0.00 -0.01 0.13
H 0.794 -1.074 -0.941 -0.05 -0.03 0.05 0.13
H 2.700 6.902 3.643 0.01 0.01 0.01 0.13
```
Positions in Å, forces in eV/Å.

No. 2
Formula: C7H15N4
Source: the OMol25 dataset
Level of theory: wB97M-V/def2-TZVPD

Relative energy (zero: lowest compared OMol25 entry of this formula, charge and spin)   169.1 kJ/mol
2S+1   1
Net charge   +1
Energy   -494.44562 Ha

```
26
Properties=species:S:1:pos:R:3:forces:R:3:lowdin_charge:R:1
C 1.602 -1.249 -3.711 3.88 -2.17 -2.38 -0.08
C 1.783 -0.695 -2.408 1.75 0.85 0.45 -0.23
N 0.956 -0.920 -1.516 -2.13 -2.15 -1.10 0.05
N 0.923 -0.380 -0.347 -1.06 0.43 5.49 -0.06
C 1.481 0.912 0.206 -2.82 -0.54 -0.58 -0.03
C 0.153 1.462 0.768 0.73 0.48 -0.65 -0.11
N -0.474 0.270 1.329 0.17 -1.61 -1.27 -0.03
C -1.443 0.399 2.429 -1.34 -0.82 -1.28 -0.16
C -2.620 1.344 2.131 -0.14 -0.84 -1.33 -0.06
C -0.107 -0.807 0.558 0.07 3.00 -0.55 -0.20
N -0.635 -2.015 0.513 1.37 1.11 0.01 0.27
H 0.670 -1.708 -3.857 -1.53 0.14 -0.50 0.06
H 1.994 -0.483 -4.428 -1.00 -0.84 0.07 0.10
H 2.334 -2.203 -3.906 -1.25 2.27 0.64 0.15
H 2.664 -0.093 -2.223 0.20 0.42 0.02 0.13
H 1.847 1.521 -0.569 0.56 0.63 -1.03 0.11
H 2.190 0.776 0.970 1.05 -0.50 0.84 0.11
H 0.301 2.186 1.550 0.09 0.31 0.30 0.13
H -0.432 1.936 -0.062 0.19 -0.52 0.72 0.15
H -0.946 0.771 3.273 0.97 0.43 1.22 0.11
H -1.817 -0.588 2.662 0.05 -0.38 0.15 0.12
H -2.196 2.167 1.562 -0.12 1.30 1.33 0.06
H -3.250 1.045 1.292 -0.16 -1.14 0.12 0.08
H -3.328 1.424 2.989 1.07 0.78 -0.54 0.11
H -1.501 -2.370 0.771 -1.91 0.35 1.12 0.12
H -0.148 -2.700 0.023 1.30 -0.99 -1.26 0.11
```
Positions in Å, forces in eV/Å.

No. 3
Formula: C41H76AlBCl18F3O5
Source: the OMol25 dataset
Level of theory: wB97M-V/def2-TZVPD

Relative energy (zero: lowest compared OMol25 entry of this formula, charge and spin)   94.4 kJ/mol
2S+1   1
Net charge   -1
Energy   -10834.49769 Ha

```
145
Properties=species:S:1:pos:R:3:forces:R:3:lowdin_charge:R:1
C -5.564 2.078 2.363 -0.40 -0.28 -0.27 -0.08
C -4.745 0.902 1.788 -0.02 0.92 0.44 -0.30
O -5.556 0.076 0.967 0.01 -0.55 1.11 -0.05
B -4.988 -1.230 0.819 -0.29 0.05 -0.86 -0.54
O -5.702 -2.296 1.381 0.41 0.71 0.44 0.07
Al -3.114 -1.396 -0.186 0.55 -0.21 -0.08 0.42
C -1.664 -1.052 1.194 -0.39 0.33 -0.17 -0.16
C -2.940 -3.152 -1.209 0.25 0.17 0.84 -0.25
C -2.695 -4.414 -0.361 -0.05 0.13 -0.69 -0.29
O -1.813 -4.238 0.773 0.02 -0.48 -0.35 -0.16
C -0.497 -4.429 0.325 0.27 0.38 -0.17 -0.23
C 0.568 -4.059 1.357 0.35 -0.19 -0.67 -0.15
O 0.430 -4.673 2.648 -0.24 0.61 -0.43 -0.04
C -0.249 -3.904 3.563 -0.49 -0.36 0.39 -0.28
C -1.263 -4.490 4.305 0.04 -1.07 -0.32 0.01
C -1.947 -3.780 5.262 -0.26 -0.34 0.54 -0.04
C -1.668 -2.446 5.555 -0.24 -0.10 0.38 -0.17
C -2.437 -1.684 6.651 -1.25 -0.58 -0.72 -0.44
C -3.867 -2.322 6.717 0.36 0.68 1.12 -0.07
C -2.705 -0.204 6.228 0.57 -0.56 0.40 -0.07
C -1.856 -1.830 8.082 0.68 0.49 -0.53 -0.11
C -0.333 -1.620 8.275 0.33 -0.32 1.34 -0.53
C 0.518 -2.883 7.886 -0.14 1.14 -0.35 -0.03
C 0.248 -0.329 7.645 0.51 -0.36 0.49 -0.06
C -0.126 -1.458 9.820 0.22 0.48 -0.67 -0.09
C -0.669 -1.882 4.792 0.27 0.88 0.12 -0.06
C 0.032 -2.584 3.837 0.95 0.08 -0.70 -0.02
C -2.905 0.109 -1.598 -0.54 -1.19 0.88 -0.17
O -1.461 0.225 -1.865 -0.24 0.91 -0.61 -0.04
C -1.160 1.101 -2.823 0.54 -1.08 1.13 -0.72
F -1.739 2.306 -2.657 0.03 -0.27 -0.58 0.08
F -1.438 0.615 -4.057 -0.08 0.73 0.02 0.13
F 0.190 1.314 -2.786 -0.36 0.08 -0.27 0.10
H -6.028 1.819 3.324 0.18 0.10 -0.15 0.06
H -6.392 2.323 1.682 0.29 -0.05 0.02 0.07
H -4.946 2.976 2.471 -0.07 -0.20 0.15 0.07
H -4.341 0.335 2.643 0.10 0.10 -0.29 0.11
H -3.889 1.340 1.248 -0.15 -0.43 -0.14 0.11
H -6.015 -1.970 2.242 -0.59 -0.15 -0.29 0.08
H -1.883 -1.572 2.136 0.29 -0.13 -0.26 0.00
H -1.605 0.022 1.443 0.10 -0.19 -0.15 0.00
H -0.703 -1.360 0.757 -0.05 0.04 0.35 -0.01
H -2.093 -3.025 -1.910 -0.36 -0.10 -0.08 0.05
H -3.864 -3.322 -1.786 0.82 0.44 0.50 -0.05
H -3.637 -4.839 0.014 0.18 0.26 0.16 0.10
H -2.229 -5.174 -1.019 -0.23 -0.16 0.35 0.10
H -0.323 -5.452 -0.065 -0.26 0.06 0.35 0.12
H -0.331 -3.755 -0.541 0.25 -0.17 0.21 0.13
H 0.646 -2.968 1.386 -0.17 -0.18 0.48 0.09
H 1.525 -4.422 0.952 -0.19 0.06 0.12 0.13
H -1.525 -5.545 4.146 0.18 0.53 -0.11 0.10
H -2.706 -4.345 5.797 0.04 0.28 -0.01 0.11
H -4.385 -2.283 5.755 0.13 -0.19 0.13 0.09
H -4.422 -1.717 7.456 -0.10 -0.15 -0.32 0.09
H -3.827 -3.328 7.147 -0.14 0.07 -0.36 0.07
H -1.838 0.224 5.717 -0.31 0.10 0.04 0.07
H -3.572 -0.206 5.558 0.25 0.27 0.04 0.08
H -2.899 0.408 7.125 -0.16 -0.73 -0.77 -0.05
H -2.093 -2.821 8.497 -0.04 0.16 -0.19 0.12
H -2.371 -1.081 8.708 0.03 -0.22 -0.10 0.12
H 1.117 -2.612 7.007 -0.26 -0.55 -0.05 0.07
H 1.243 -3.106 8.678 -0.29 -0.18 -0.08 0.07
H -0.140 -3.730 7.677 0.37 -0.03 -0.03 0.08
H -0.463 0.497 7.576 0.03 -0.22 -0.18 0.04
H 0.753 -0.549 6.700 -0.43 0.28 -0.05 0.07
H 1.046 0.021 8.319 -0.13 0.01 -0.25 0.06
H -0.615 -0.528 10.145 -0.13 -0.38 0.22 0.07
H -0.457 -2.341 10.379 -0.13 0.26 -0.02 0.08
H 0.949 -1.305 9.995 -0.23 -0.20 0.11 0.07
H -0.394 -0.838 4.915 -0.09 -0.18 0.02 0.10
H 0.829 -2.091 3.284 -0.22 0.04 0.12 0.12
H -3.444 -0.236 -2.493 0.27 0.49 -0.07 0.07
H -3.313 1.039 -1.187 0.24 0.07 -0.44 0.06
Cl 3.420 1.969 -5.842 0.10 -0.07 -0.09 0.55
C 2.615 2.941 -4.580 -0.16 0.03 0.24 -0.64
C 2.133 4.263 -5.112 -0.10 -0.03 0.04 -0.66
Cl 3.495 5.343 -5.540 0.03 0.07 -0.06 0.54
H 3.317 3.074 -3.760 0.06 0.01 -0.08 0.08
H 1.771 2.356 -4.214 -0.02 0.03 -0.08 0.06
H 1.545 4.772 -4.352 0.10 -0.06 0.03 0.01
H 1.513 4.139 -5.997 0.10 -0.01 -0.04 0.07
Cl 0.056 7.680 -1.396 0.02 -0.02 0.01 0.54
C 0.010 7.572 -3.173 0.00 0.10 -0.10 -0.67
C -1.112 6.689 -3.663 0.03 0.02 -0.11 -0.65
Cl -0.848 4.974 -3.264 -0.13 0.14 0.06 0.63
H 0.980 7.213 -3.513 -0.02 -0.05 0.06 0.06
H -0.130 8.586 -3.548 -0.04 -0.02 0.01 0.07
H -1.183 6.755 -4.748 0.06 0.03 0.01 0.07
H -2.069 6.988 -3.240 0.05 -0.04 0.08 0.07
Cl 5.399 0.770 -11.366 0.07 -0.06 -0.03 0.56
C 5.151 0.283 -9.667 -0.09 -0.10 0.12 -0.64
C 5.719 1.287 -8.699 -0.21 0.11 0.16 -0.66
Cl 7.501 1.342 -8.733 0.11 0.00 -0.08 0.56
H 5.594 -0.701 -9.533 0.08 0.05 -0.06 0.07
H 4.076 0.197 -9.517 0.02 0.10 0.02 0.08
H 5.436 1.020 -7.682 -0.01 -0.06 -0.04 0.04
H 5.352 2.290 -8.903 0.03 -0.02 -0.05 0.07
Cl -2.578 -8.035 1.495 -0.08 0.08 -0.06 0.56
C -1.009 -8.681 2.021 0.19 0.06 -0.25 -0.67
C -1.147 -9.539 3.247 0.11 -0.16 0.05 -0.67
Cl -1.600 -8.558 4.660 -0.05 -0.06 0.17 0.55
H -0.339 -7.841 2.197 -0.10 0.05 0.05 0.07
H -0.611 -9.268 1.194 -0.05 -0.06 0.04 0.07
H -0.197 -10.020 3.477 0.03 0.09 0.00 0.07
H -1.897 -10.317 3.114 -0.07 0.10 0.00 0.06
Cl 2.033 4.680 -15.076 -0.01 0.03 0.00 0.53
C 3.593 4.066 -14.466 0.11 -0.05 -0.05 -0.67
C 3.433 3.241 -13.215 0.09 -0.09 -0.04 -0.69
Cl 2.932 4.226 -11.818 -0.01 -0.01 0.02 0.53
H 4.248 4.918 -14.301 -0.08 0.02 0.05 0.07
H 4.021 3.452 -15.258 -0.04 -0.04 0.03 0.07
H 4.386 2.782 -12.952 -0.01 0.08 -0.02 0.02
H 2.700 2.449 -13.349 -0.05 0.07 0.01 0.07
Cl 9.433 6.291 -6.487 0.05 0.01 -0.01 0.55
C 9.208 4.574 -6.922 -0.04 -0.11 -0.15 -0.66
C 8.323 3.850 -5.942 -0.13 -0.10 -0.04 -0.67
Cl 9.097 3.661 -4.346 -0.02 0.07 0.05 0.54
H 10.190 4.113 -6.990 0.01 0.06 0.09 0.07
H 8.751 4.555 -7.911 -0.06 0.00 0.05 0.07
H 8.107 2.848 -6.312 0.07 0.04 -0.02 0.03
H 7.378 4.370 -5.798 0.04 0.04 0.03 0.06
Cl -5.345 -7.961 -3.051 0.02 -0.03 -0.02 0.52
C -5.755 -6.665 -1.894 -0.07 0.06 0.19 -0.65
C -6.088 -5.366 -2.584 -0.09 0.08 0.01 -0.63
Cl -4.664 -4.636 -3.360 -0.44 -0.59 -0.75 0.63
H -4.917 -6.548 -1.209 0.06 0.01 -0.10 0.05
H -6.617 -7.011 -1.326 -0.02 0.01 -0.05 0.07
H -6.454 -4.645 -1.852 0.08 -0.04 0.07 0.08
H -6.855 -5.503 -3.343 0.06 -0.05 -0.02 0.06
Cl 7.490 9.069 -2.905 0.00 0.03 0.03 0.53
C 7.482 7.328 -3.299 0.06 -0.13 -0.11 -0.67
C 6.094 6.742 -3.264 0.03 -0.04 -0.11 -0.69
Cl 5.427 6.679 -1.613 -0.04 0.01 0.00 0.54
H 8.147 6.822 -2.602 -0.05 0.05 0.05 0.07
H 7.898 7.229 -4.301 -0.07 0.00 0.03 0.02
H 6.119 5.717 -3.634 0.05 0.00 0.03 0.05
H 5.404 7.311 -3.883 0.01 0.04 0.07 0.05
Cl -2.751 2.264 8.189 0.13 0.56 0.54 0.65
C -2.437 3.102 9.733 -0.16 0.13 0.02 -0.63
C -1.111 3.821 9.742 -0.03 0.13 0.05 -0.66
Cl 0.267 2.694 9.731 0.01 -0.01 -0.02 0.57
H -2.497 2.365 10.531 0.07 -0.04 -0.07 0.07
H -3.243 3.822 9.870 0.05 0.03 -0.02 0.07
H -1.024 4.419 10.648 -0.04 -0.05 0.02 0.07
H -1.012 4.482 8.884 0.00 -0.09 -0.04 0.07
```
Positions in Å, forces in eV/Å.

Number 1: HOMO level -0.327 hartree. Number 2: HOMO level -0.454 hartree. Number 3: HOMO level -0.165 hartree.